Below is C13H33AlNO as an isolated structure, with properties calculated with ωB97M-V/def2-TZVPD.

Values from the calculation:
Charge = -1
Gap between HOMO and LUMO = 7.1 eV
Spin multiplicity = 1

Each line ends with the Mulliken charge.
Element x y z (Å)
C1 -3.95944 -3.70951 -1.47697  -1.18
C2 -2.53393 -3.29880 -1.78769  -0.07
O1 -2.33749 -1.91849 -1.77190  -0.45
Al1 -1.42303 -1.30886 -0.29870  -0.23
C3 0.31377 -2.35587 -0.20187  -1.35
C4 -2.61481 -1.53852 1.36422  0.60
C5 -2.86148 -0.14969 2.00694  -1.41
C6 -2.15640 -2.67764 2.31623  -0.31
C7 -1.50493 -2.28051 3.63460  -1.40
H1 -4.21546 -3.51045 -0.44172  0.24
H2 -4.67180 -3.20343 -2.12331  0.24
H3 -4.06916 -4.78622 -1.62571  0.39
H4 -1.87734 -3.84142 -1.08787  0.17
H5 -2.28679 -3.68424 -2.78760  0.36
H6 -1.06564 0.25908 -0.50892  -0.24
H7 0.60417 -2.58044 -1.23172  0.28
H8 1.13474 -1.77173 0.21105  0.34
H9 0.27172 -3.31446 0.31591  0.51
H10 -3.56767 -1.85073 0.95069  0.05
H11 -2.41594 0.64781 1.41754  0.31
H12 -2.47448 -0.03201 3.01583  0.28
H13 -3.92783 0.07820 2.04130  0.28
H14 -1.43005 -3.29483 1.79176  0.21
H15 -2.99245 -3.34606 2.53367  0.35
H16 -1.45622 -3.15508 4.28455  0.41
H17 -2.06382 -1.53349 4.18296  0.39
H18 -0.48024 -1.94901 3.49275  0.25
C8 4.64946 4.05438 -0.60598  -1.44
C9 3.84819 2.92547 -1.23901  -0.30
N1 2.95743 2.26120 -0.31119  0.13
C10 2.39262 1.02298 -0.83655  -0.56
C11 1.46757 1.11398 -2.05060  -0.88
C12 2.02239 3.12162 0.39145  -0.63
C13 1.05353 3.96916 -0.44428  -1.00
H19 5.21161 3.69569 0.25782  0.33
H20 5.35887 4.45492 -1.33307  0.44
H21 4.01357 4.88013 -0.28452  0.29
H22 4.55268 2.17458 -1.60778  0.44
H23 3.32474 3.31913 -2.12594  0.25
H24 1.85546 0.52326 -0.02787  0.25
H25 3.23066 0.36199 -1.08373  0.32
H26 0.48677 1.49529 -1.78032  0.06
H27 1.30639 0.11613 -2.46093  0.35
H28 1.88395 1.73537 -2.84829  0.35
H29 2.59810 3.79356 1.03569  0.37
H30 1.44648 2.49845 1.07874  0.33
H31 1.54858 4.44157 -1.29491  0.25
H32 0.63464 4.76717 0.17409  0.37
H33 0.21831 3.38035 -0.81882  0.28

=====

Below is C13H33AuN4Sb as an isolated structure in a non-equilibrium geometry, with properties calculated with ωB97M-V/def2-TZVPD.

Values from the calculation:
Charge = +3
Gap between HOMO and LUMO (alpha / beta) = 6.6 / 6.6 eV
Spin multiplicity = 1

Each line ends with the Mulliken charge.
Element x y z (Å)
Au1 -0.32581 -0.32522 -0.06052  1.21
C1 1.51903 -3.04038 -1.06237  -0.46
C2 0.92700 -2.17662 -2.15518  -0.92
N1 0.79806 -0.72092 -1.82624  -0.30
C3 2.11434 0.02238 -1.75422  -0.44
C4 2.57011 0.37073 -0.34140  -0.94
N2 1.55857 1.23635 0.27013  -0.08
C5 1.74618 1.62025 1.68255  -0.91
C6 1.09643 0.64334 2.66243  -0.42
C7 -0.43597 0.75943 2.74212  -0.38
N3 -1.23124 -0.13588 1.82377  -0.32
C8 -1.51915 -1.51156 2.32383  -0.80
C9 -0.32980 -2.43951 2.23719  -0.64
N4 0.44959 -2.22520 0.99280  -0.66
C10 0.55602 -3.36758 0.06208  -0.85
H1 1.81907 -3.98031 -1.52702  0.40
H2 2.43777 -2.59434 -0.66837  0.27
H3 1.54945 -2.26143 -3.04856  0.48
H4 -0.06711 -2.54255 -2.41734  0.46
H5 0.26421 -0.32799 -2.59590  0.28
H6 2.88346 -0.57303 -2.24678  0.38
H7 2.00515 0.95082 -2.31697  0.41
H8 2.71069 -0.52199 0.27050  0.29
H9 3.54369 0.86621 -0.40956  0.52
H10 1.49475 2.07740 -0.29346  0.21
H11 2.80870 1.70964 1.92489  0.37
H12 1.30178 2.60572 1.82619  0.40
H13 1.40458 -0.37783 2.43823  0.04
H14 1.49877 0.86713 3.65101  0.45
H15 -0.76869 0.56013 3.76222  0.37
H16 -0.71631 1.78616 2.50378  0.35
H17 -2.14286 0.29980 1.71111  0.32
H18 -1.86188 -1.46272 3.36013  0.41
H19 -2.34287 -1.90355 1.72638  0.43
H20 0.32768 -2.30042 3.09485  0.37
H21 -0.70012 -3.46383 2.27627  0.52
H22 1.39846 -1.96044 1.23957  0.19
H23 0.93649 -4.24199 0.59673  0.50
H24 -0.43607 -3.61888 -0.31589  0.50
C11 -3.96699 1.58897 -1.29999  -1.09
Sb1 -1.85993 1.78477 -1.33292  0.70
C12 -1.25850 1.99996 -3.35330  -1.28
C13 -1.37084 3.61974 -0.39476  -1.20
H25 -4.35535 2.45379 -1.84028  0.41
H26 -4.32472 1.59620 -0.27314  0.41
H27 -4.25951 0.66878 -1.80004  0.41
H28 -1.83408 2.84104 -3.74411  0.48
H29 -1.49811 1.10235 -3.92017  0.45
H30 -0.19642 2.23026 -3.41022  0.42
H31 -1.96137 4.37967 -0.91009  0.51
H32 -0.31214 3.83631 -0.51754  0.39
H33 -1.64420 3.59683 0.65760  0.41

=====

Below is a 7-piece molecular cluster, C13H33F6N3O8 overall in a non-equilibrium geometry, with properties calculated with ωB97M-V/def2-TZVPD.

Values from the calculation:
Gap between HOMO and LUMO = 6.3 eV
Spin multiplicity = 1

Each line ends with the Mulliken charge.
Element x y z (Å)
N1 -1.35723 2.17049 -2.98972  -0.15
H1 -1.11702 2.47856 -3.92682  0.39
H2 -0.69087 2.63177 -2.34289  0.20
H3 -1.24511 1.13680 -2.98748  0.31
H4 -2.28238 2.41704 -2.65953  0.37
N2 -4.06693 -0.50546 0.27081  -0.25
H5 -4.17955 0.24072 -0.41120  0.40
H6 -3.88868 -1.41363 -0.14781  0.42
H7 -4.69642 -0.41018 1.06106  0.42
H8 -3.12280 -0.26366 0.66728  0.06
N3 0.38176 -0.14932 -0.79512  1.00
H9 -0.46642 -0.00870 -0.22664  0.45
H10 0.21944 -0.25915 -1.81540  0.24
H11 0.87272 -0.91892 -0.33058  -0.01
H12 0.97051 0.69719 -0.66232  0.22
C1 0.06255 -1.32176 -3.66713  -0.73
O1 -0.74882 -0.56500 -2.79525  -1.01
H13 0.75970 -0.64341 -4.18269  0.20
H14 0.68517 -2.03510 -3.11599  0.10
H15 -0.53291 -1.77882 -4.46537  0.29
C2 1.53697 3.49074 -1.22153  -0.36
O2 1.94763 2.09217 -1.27874  -0.36
O3 0.18745 3.49572 -1.18453  -1.09
C3 2.20747 4.33556 -0.08985  0.85
F1 3.41406 4.77477 -0.57034  -0.30
F2 1.56159 5.47136 0.18424  -0.27
F3 2.38133 3.58777 0.99417  -0.21
C4 3.34788 1.91080 -1.53809  -0.39
C5 3.56665 0.89582 -2.67612  -1.03
H16 4.59991 0.58240 -2.83724  0.42
H17 3.18201 -0.08073 -2.35781  0.10
H18 3.05082 1.17071 -3.59350  0.28
H19 3.94127 1.60526 -0.67438  0.30
H20 3.79036 2.85570 -1.85450  0.41
H21 1.63462 3.98502 -2.20022  0.17
C6 -1.52796 0.04775 2.57080  0.14
O4 -2.21237 1.24202 2.89544  -0.24
O5 -1.48726 0.13318 1.21516  -1.11
C7 -0.11774 -0.02310 3.26063  0.63
F4 -0.12314 0.02056 4.62967  -0.29
F5 0.58537 -1.13363 2.95534  -0.30
F6 0.64698 1.01863 2.88161  -0.23
C8 -2.20833 1.75305 4.26796  -0.31
C9 -3.12049 2.96319 4.39808  -1.26
H22 -2.72972 3.53904 5.23996  0.36
H23 -3.05500 3.63782 3.54540  0.33
H24 -4.15253 2.70229 4.62581  0.31
H25 -1.17953 1.98475 4.53098  0.30
H26 -2.50803 0.98217 4.98283  0.32
H27 -2.04620 -0.84178 2.97683  0.04
C10 -0.40113 -5.43449 -0.77619  -1.46
C11 0.13400 -4.46239 0.29905  0.43
C12 1.42493 -5.01051 0.94620  -0.62
O6 2.20055 -3.84837 1.15871  -0.33
C13 1.82724 -2.96023 0.19959  0.53
O7 2.42441 -1.93561 0.04936  -0.56
O8 0.74166 -3.38114 -0.45575  -0.20
H28 -0.66096 -6.36383 -0.26004  0.41
H29 0.38798 -5.77020 -1.44930  0.36
H30 -1.23164 -5.08389 -1.38311  0.35
H31 -0.62416 -4.09675 0.98804  0.30
H32 1.89012 -5.74979 0.28972  0.31
H33 1.21622 -5.60132 1.83843  0.38